Formula: C11H24N6P
Source: the OMol25 dataset
Level of theory: wB97M-V/def2-TZVPD

Cartesian coordinates (Å):
N1 0.499 0.418 2.635
P1 0.642 1.911 2.267
N2 -0.887 2.730 2.474
C1 -2.031 2.025 2.417
N3 -3.074 2.287 1.494
C2 -3.308 0.864 1.013
C3 -2.884 -0.053 2.199
N4 -2.250 0.928 3.100
H1 0.687 -0.195 1.850
H2 0.977 2.226 0.945
H3 1.440 2.718 3.086
H4 -0.958 3.740 2.507
H5 -3.888 2.496 2.072
H6 -2.568 0.683 0.247
H7 -4.333 0.802 0.674
H8 -3.629 -0.703 2.645
H9 -2.069 -0.666 1.819
H10 -1.566 0.598 3.773
C4 -2.671 -0.297 -4.118
C5 -1.442 0.580 -3.920
C6 -0.339 -0.111 -3.110
C7 -0.783 -0.469 -1.765
N5 -1.120 -0.720 -0.696
H11 -3.138 -0.550 -3.164
H12 -3.415 0.215 -4.726
H13 -2.411 -1.230 -4.622
H14 -1.723 1.510 -3.420
H15 -1.021 0.857 -4.887
H16 0.537 0.530 -2.995
H17 -0.013 -1.027 -3.609
C8 5.131 -2.034 -0.336
C9 4.337 -2.074 0.962
C10 2.820 -2.039 0.731
C11 2.398 -0.818 0.041
N6 2.066 0.138 -0.504
H18 4.951 -1.107 -0.883
H19 6.199 -2.096 -0.133
H20 4.865 -2.869 -0.986
H21 4.620 -1.235 1.601
H22 4.567 -2.985 1.515
H23 2.281 -2.089 1.679
H24 2.504 -2.890 0.125

Forces on the atoms, in the same order (eV/Å):
0.2 0.1 0.0
0.0 -0.3 0.1
-0.3 -0.1 0.9
-0.4 0.4 0.2
0.1 -0.6 0.3
0.3 0.6 0.6
-0.1 -0.1 -0.5
0.7 -0.5 -0.5
-0.1 -0.1 0.0
0.1 0.1 0.0
0.0 0.1 0.0
0.0 0.1 -0.6
-0.1 0.4 -0.2
-0.4 0.0 -0.5
0.0 -0.3 -0.1
-0.2 0.3 0.3
-0.1 -0.3 0.1
0.2 0.0 -0.2
0.0 0.0 0.0
-0.1 0.0 0.0
0.0 0.0 0.0
0.1 0.0 0.1
0.0 0.0 0.0
0.0 0.0 0.0
0.0 0.0 0.0
0.0 0.0 0.0
0.0 0.0 0.0
0.0 0.0 0.0
0.0 0.0 0.0
0.0 0.0 0.0
0.0 0.0 0.0
0.1 0.0 0.0
0.1 0.0 0.0
0.0 0.0 -0.2
0.0 0.0 0.2
0.0 0.0 0.0
0.0 0.0 0.0
0.0 0.0 0.0
0.0 0.0 0.0
0.0 0.0 0.0
0.0 0.0 0.0
0.0 0.0 0.0

charge = +1
ΔE to the lowest compared entry with this formula, charge and spin = 0.0 kcal per mole
energy = -30018.4613 eV
HOMO-LUMO gap = 9.54 eV

---

Formula: C11H24NO2
Source: the OMol25 dataset
Level of theory: wB97M-V/def2-TZVPD

Cartesian coordinates (Å):
C1 -1.566 -3.085 1.468
O1 -2.701 -2.273 1.630
C2 -2.488 -0.928 1.267
C3 -2.627 -0.698 -0.236
C4 -2.073 0.656 -0.693
C5 -0.663 0.600 -1.300
C6 0.375 -0.177 -0.476
N1 1.146 -1.125 -1.400
C7 2.585 -1.259 -0.956
C8 2.774 -0.249 0.176
C9 1.469 0.563 0.345
C10 1.661 2.049 0.032
C11 0.586 2.919 0.678
O2 0.422 4.170 0.049
H1 -1.829 -4.090 1.787
H2 -1.245 -3.140 0.415
H3 -0.727 -2.720 2.076
H4 -3.232 -0.337 1.804
H5 -1.504 -0.591 1.637
H6 -2.145 -1.518 -0.783
H7 -3.685 -0.769 -0.492
H8 -2.719 1.089 -1.457
H9 -2.100 1.362 0.140
H10 -0.311 1.614 -1.502
H11 -0.762 0.115 -2.278
H12 -0.157 -0.855 0.190
H13 1.089 -0.792 -2.362
H14 0.688 -2.036 -1.389
H15 3.218 -1.040 -1.812
H16 2.745 -2.293 -0.662
H17 3.060 -0.757 1.095
H18 3.590 0.426 -0.076
H19 1.150 0.487 1.388
H20 1.659 2.230 -1.048
H21 2.648 2.352 0.389
H22 0.790 3.029 1.750
H23 -0.385 2.431 0.591
H24 1.263 4.640 0.012

Forces on the atoms, in the same order (eV/Å):
0.0 0.0 -0.1
0.0 0.0 0.0
0.0 0.0 0.1
-0.1 0.0 -0.1
0.0 0.0 0.0
0.0 0.1 0.0
0.0 -0.1 0.1
0.0 0.0 -0.1
0.0 0.1 0.0
0.1 0.0 0.0
-0.2 0.0 0.1
0.0 0.0 -0.2
0.0 0.0 0.0
0.1 0.0 -0.1
0.0 0.0 0.0
0.0 0.0 0.0
0.0 0.0 0.0
0.0 0.0 0.0
0.0 0.0 0.0
0.0 0.0 0.0
0.0 0.0 0.0
0.0 0.0 0.0
0.0 0.0 0.0
0.0 -0.1 0.0
0.0 0.0 0.0
0.1 0.0 0.0
0.0 0.1 0.0
0.0 0.0 -0.1
0.0 -0.1 0.0
0.0 0.0 0.1
-0.1 0.0 0.0
0.0 0.0 0.0
0.1 0.1 0.0
0.0 0.0 0.0
0.0 0.0 0.0
0.0 0.0 0.0
0.0 0.0 0.1
0.0 0.0 0.1

charge = +1
ΔE to the lowest compared entry with this formula, charge and spin = 5.1 kcal per mole
energy = -17374.2987 eV
SMILES = COCCCC[C@H]1[NH2+]CC[C@H]1CCO
HOMO-LUMO gap = 9.65 eV

---

Formula: C11H25AlClFN2O3P2S
Source: the OMol25 dataset
Level of theory: wB97M-V/def2-TZVPD

Cartesian coordinates (Å):
O1 1.021 2.325 -2.280
C1 1.681 1.243 -1.818
F1 1.502 -0.132 -2.419
N1 2.703 1.307 -0.670
C2 4.050 1.346 -1.414
O2 4.136 2.287 -2.388
Al1 5.610 0.020 -0.988
P1 7.261 0.520 -2.611
S1 6.626 -0.386 -4.257
P2 4.692 -2.130 -1.364
O3 3.508 -2.307 -0.092
Cl1 6.349 -3.439 -1.074
H1 2.613 2.208 -0.140
H2 6.134 0.185 0.496
H3 7.239 1.964 -2.726
H4 8.572 0.091 -2.198
H5 3.915 -2.214 0.822
C3 -4.931 -1.489 2.007
C4 -3.532 -2.047 2.209
C5 -2.506 -1.031 2.704
C6 -2.350 0.308 1.966
N2 -1.667 0.279 0.577
C7 -2.504 -0.338 -0.539
C8 -3.449 0.765 -0.953
C9 -2.568 1.994 -0.950
C10 -1.494 1.754 0.103
C11 -0.304 -0.394 0.662
H6 -4.942 -0.613 1.356
H7 -5.574 -2.244 1.546
H8 -5.378 -1.205 2.966
H9 -3.178 -2.534 1.296
H10 -3.595 -2.855 2.949
H11 -1.533 -1.527 2.803
H12 -2.793 -0.775 3.735
H13 -1.711 0.947 2.589
H14 -3.307 0.823 1.853
H15 -1.825 -0.591 -1.363
H16 -3.005 -1.240 -0.205
H17 -4.265 0.881 -0.234
H18 -3.899 0.577 -1.934
H19 -3.143 2.902 -0.747
H20 -2.099 2.123 -1.933
H21 -1.590 2.423 0.963
H22 -0.494 1.865 -0.329
H23 -0.451 -1.455 0.877
H24 0.276 0.095 1.450
H25 0.200 -0.285 -0.302

Forces on the atoms, in the same order (eV/Å):
3.8 -8.2 3.1
-1.9 5.3 -1.4
0.6 4.5 2.1
-2.1 -0.5 -3.1
0.9 5.0 -5.3
-0.7 -5.6 5.9
0.2 0.2 0.4
-0.6 0.0 0.1
0.1 0.0 -0.2
-1.4 -0.5 -0.4
2.2 0.0 1.0
-0.5 0.5 0.5
-0.3 -0.8 -1.2
-0.1 0.2 0.3
0.7 -0.7 0.1
-0.4 0.7 -0.2
-0.6 0.0 -1.6
-0.2 -0.1 0.0
0.0 -0.3 -0.1
0.1 -0.1 0.1
0.3 -0.3 -0.2
0.4 0.4 0.1
-0.1 0.0 0.1
-0.4 -0.1 -0.1
0.0 0.7 -0.5
0.2 -0.3 0.2
-0.5 0.1 0.0
0.0 0.0 0.0
0.0 0.1 0.1
0.0 0.0 -0.2
0.0 0.0 0.0
0.2 0.2 -0.1
-0.1 0.2 0.0
0.1 0.2 -0.2
-0.1 -0.1 -0.3
0.1 -0.1 -0.2
0.0 0.1 0.3
0.2 0.0 0.2
0.0 -0.1 -0.1
0.1 0.0 0.2
0.2 -0.1 0.0
0.0 0.0 0.2
0.1 -0.3 0.0
-0.2 -0.1 0.2
0.1 0.2 0.0
-0.1 -0.1 -0.2
-0.1 -0.1 0.3

charge = 0
ΔE to the lowest compared entry with this formula, charge and spin = 69.6 kcal per mole
energy = -72181.7685 eV
HOMO-LUMO gap = 5.80 eV